1.
Computed, not measured: 2 unconnected molecules or ions with the total composition C14H21N4OP in a non-equilibrium geometry, with ωB97M-V/def2-TZVPD.

SMILES: N#C[C@H]([PH2]=N)[C@H](C#N)c1ccccc1.COC[C@@H](C)N
Largest force on an atom (eV/Å): 12.5
E_tot (eV): -32140.00779
Total charge: 0
Kohn-Sham gap (eV): 7.99
LUMO level (Eh): -0.02775

Last column: natural (NBO) charge in e.
Geometry (Å):
1 N 3.21269 0.64337 -2.10238  -0.828
2 N -0.30562 -1.05457 0.83881  -1.275
3 H 1.08562 1.48415 3.49441  0.307
4 H 4.88862 -1.56861 -1.97558  0.217
5 C -3.10132 1.41769 0.86228  -0.205
6 H 2.51347 1.19306 -1.60197  0.361
7 H -2.69014 2.15909 0.05229  0.239
8 H -2.60108 -0.00734 4.41054  0.236
9 N 1.90304 2.54966 0.31247  -0.285
10 H -0.53982 -0.17367 0.29089  0.369
11 C 3.98633 -1.61720 -2.59616  -0.614
12 H 3.69335 -2.66883 -2.67157  0.201
13 H -0.94440 3.08785 2.18884  0.300
14 H 1.18298 -1.04265 -5.82356  0.186
15 C 0.41858 1.28916 2.52382  -0.603
16 C -1.00226 2.06390 2.78608  -0.323
17 C -1.19471 2.48312 4.37490  0.255
18 H 0.72523 -0.62648 -1.89946  0.192
19 H -0.55409 -1.19141 3.32728  -0.006
20 H 2.83931 -1.03082 -0.90663  0.189
21 H 2.79957 -0.95628 -5.13014  0.165
22 H -6.23999 -1.04449 1.26786  0.249
23 H 4.26997 -1.26837 -3.59244  0.201
24 C 1.18178 1.90645 1.20167  0.251
25 C 1.47182 -1.08294 -2.56047  -0.076
26 N -1.19661 2.84416 5.62030  -0.297
27 C 2.87105 -0.78168 -1.97437  -0.082
28 C -5.23455 -0.47267 1.51964  -0.210
29 H -5.05790 0.73256 -0.57325  0.244
30 H 3.06643 0.90332 -3.08329  0.353
31 C -4.49452 0.58770 0.46048  -0.215
32 C -3.09725 0.14137 3.36061  -0.228
33 H 1.72585 -2.34402 -4.74508  0.169
34 H -4.98569 -1.44466 3.73240  0.245
35 C 1.77266 -1.26680 -4.92937  -0.248
36 H 1.26153 -2.15937 -2.56740  0.166
37 C -4.46639 -0.68357 2.98446  -0.219
38 C -2.34242 1.23109 2.34099  -0.068
39 O 1.23924 -0.51294 -3.85175  -0.552
40 P 0.28224 -0.60173 2.29279  1.250
41 H 1.65742 -1.11661 2.34105  -0.011

***

2.
Computed, not measured: a molecular structure, C4H8Si in a non-equilibrium geometry, with ωB97M-V/def2-TZVPD.

Relative energy (zero: lowest compared OMol25 entry of this formula, charge and spin) (kcal/mol): 69.41
Largest force on an atom (eV/Å): 3.0
E_tot (eV): -12151.12736
Total charge: 0
Kohn-Sham gap (eV): 7.82
LUMO level (Eh): -0.00751

Last column: natural (NBO) charge in e.
Geometry (Å):
1 Si 0.72263 -1.37889 0.21232  0.774
2 H 2.43962 0.47294 1.05149  0.226
3 H -1.03742 -0.15421 -1.08903  0.235
4 H -2.56088 -0.25223 1.63701  0.214
5 C 1.62207 0.05037 -0.87513  -0.873
6 H 0.89246 0.46904 -1.54704  0.197
7 H -2.04653 -1.62732 -0.72252  0.239
8 H -1.37542 1.01791 0.96282  0.212
9 C 1.43653 0.50060 0.62092  -0.850
10 C -1.88750 -0.00576 0.80489  -0.284
11 H 0.80406 1.42994 0.63674  0.219
12 C -1.60502 -0.66670 -0.29984  -0.542
13 H 2.59540 0.14432 -1.39264  0.233

***

| no. | M (u) |
| --- | --- |
| 1 | 292.3 |
| 2 | 84.2 |